a.
This record from the OMol25 dataset describes 2 unconnected molecules or ions with the total composition C6H12N2. The level of theory is ωB97M-V with the def2-TZVPD basis set.

HOMO (alpha / beta) = 0.93 / -3.46 eV
Orbital gap (alpha / beta) = 0.1003 / 0.2601 Eh

The geometry in ORCA input format:
```
! RIJCOSX wB97M-V def2-TZVPD def2/J DEFGRID3
* xyz -1 2
C 0.51419 0.71313 2.86447
C 0.62155 -0.64064 2.71393
C 1.28164 1.69097 0.92921
N 0.34398 1.64034 1.79927
H 0.45289 1.16982 3.85807
H 0.44295 -1.12084 1.73968
H 0.85328 -1.21624 3.59893
H 1.27531 2.45435 0.14007
H 2.15120 0.99726 0.95562
C 0.46819 -1.17661 -2.44224
C -0.95332 -1.04080 -1.89801
C -1.75700 0.69408 -0.53721
N -0.95037 -0.30739 -0.63096
H 0.45132 -1.73825 -3.39476
H 0.90072 -0.16429 -2.64498
H 1.10960 -1.70103 -1.72304
H -1.36845 -2.01559 -1.70335
H -1.60606 -0.54891 -2.65347
H -2.44780 0.97306 -1.33463
H -1.78380 1.33760 0.36340
*
```



b.
This record from the OMol25 dataset describes 2 unconnected molecules or ions with the total composition C6H12N2. The level of theory is ωB97M-V with the def2-TZVPD basis set.

HOMO (alpha / beta) = 1.22 / -4.86 eV
Orbital gap (alpha / beta) = 0.0967 / 0.3153 Eh

The geometry in ORCA input format:
```
! RIJCOSX wB97M-V def2-TZVPD def2/J DEFGRID3
* xyz -1 2
C 0.79910 1.90935 -1.51870
C 1.12118 2.82161 -0.38233
H 0.51422 2.31511 -2.44658
H 1.51598 1.08711 -2.01433
H 0.07626 1.19933 -1.14348
H 0.29878 2.46563 0.37187
H 2.05275 2.69870 0.12901
H 1.09551 3.83501 -0.74582
C 1.16928 -0.33276 1.74332
C -1.26368 -0.65317 0.94060
C 0.09858 -0.72498 0.81470
C -0.86497 -1.59366 -0.99106
N -1.90383 -1.21470 -0.08737
N 0.36669 -1.37911 -0.41568
H -1.73185 -0.22486 1.83797
H -2.78011 -1.30491 -0.15265
H 1.84772 -1.13189 2.08420
H 0.77778 0.25438 2.63970
H -1.10822 -1.88015 -1.91339
H 1.84419 0.28492 1.23572
*
```



In eV, relative to the most stable structure: a 0.360; b 0.000.



a.
This record from the OMol25 dataset describes 2 unconnected molecules or ions with the total composition C2H7OS. The level of theory is ωB97M-V with the def2-TZVPD basis set.

HOMO = -2.54 eV
Orbital gap = 0.2528 Eh

The geometry in ORCA input format:
```
! RIJCOSX wB97M-V def2-TZVPD def2/J DEFGRID3
* xyz -1 1
O -1.56476 1.95366 2.15734
H -1.26632 1.81562 1.25005
C 0.70705 -1.38383 -0.95007
C 0.57338 0.09141 -0.48732
S -0.85179 1.11720 -1.00674
H -0.02831 -1.60552 -1.73018
H 0.38374 -2.13535 -0.20336
H 1.73786 -1.67834 -1.12644
H 0.67381 0.22698 0.58656
H 1.48175 0.48832 -0.97457
H -1.84642 1.10986 2.48472
*
```



b.
This record from the OMol25 dataset describes 2 unconnected molecules or ions with the total composition C2H7OS. The level of theory is ωB97M-V with the def2-TZVPD basis set.

HOMO = -2.79 eV
Orbital gap = 0.2483 Eh

The geometry in ORCA input format:
```
! RIJCOSX wB97M-V def2-TZVPD def2/J DEFGRID3
* xyz -1 1
S -0.43643 -1.80447 -1.38108
H -1.11507 -2.32624 -2.43249
C -0.21441 1.47045 1.02048
O -0.04617 0.07893 1.19776
C 1.17756 2.12906 0.81590
H -0.94320 1.68115 0.23718
H -0.58140 1.91122 1.96452
H -0.04708 -0.33840 0.30239
H 1.59196 1.57568 -0.01653
H 1.06007 3.16869 0.50268
H 1.87141 1.86462 1.61223
*
```



c.
This record from the OMol25 dataset describes 2 unconnected molecules or ions with the total composition C2H7OS. The level of theory is ωB97M-V with the def2-TZVPD basis set.

HOMO = -2.95 eV
Orbital gap = 0.2641 Eh

The geometry in ORCA input format:
```
! RIJCOSX wB97M-V def2-TZVPD def2/J DEFGRID3
* xyz -1 1
S -2.35669 -1.20485 -0.15756
H -3.19506 -2.02056 -0.73206
C 0.57568 0.69604 -0.48397
O 0.36227 -0.34353 -1.41989
C 0.94529 0.39144 1.07179
H -0.43450 1.20028 -0.41645
H 1.31238 1.39613 -0.87592
H -0.41899 -0.93885 -1.21546
H 0.21744 -0.29864 1.57176
H 1.01469 1.30361 1.64180
H 1.97749 -0.18108 1.01597
*
```



d.
This record from the OMol25 dataset describes 2 unconnected molecules or ions with the total composition C2H7OS. The level of theory is ωB97M-V with the def2-TZVPD basis set.

HOMO = -1.00 eV
Orbital gap = 0.1851 Eh

The geometry in ORCA input format:
```
! RIJCOSX wB97M-V def2-TZVPD def2/J DEFGRID3
* xyz -1 1
O 0.04770 -2.48290 0.61309
H 0.83273 -1.88962 0.94429
C -0.37429 1.14786 -1.04747
C 0.61911 0.62919 -0.08710
S 0.42250 0.77382 1.53946
H -0.02524 2.03461 -1.56339
H -1.22350 1.48363 -0.57079
H -0.65387 0.34420 -1.79974
H -0.66532 -1.82475 0.60305
H 1.37499 0.03870 -0.46207
H -0.35483 -0.25473 1.83068
*
```



In eV, relative to the most stable structure: a 0.000; b 0.085; c 0.208; d 2.416.



a.
This record from the OMol25 dataset describes C4H6FNS in the gas phase. The level of theory is ωB97M-V with the def2-TZVPD basis set.

SMILES string = CSCN=C=CF
HOMO = -8.81 eV
Orbital gap = 0.3354 Eh

The geometry in ORCA input format:
```
! RIJCOSX wB97M-V def2-TZVPD def2/J DEFGRID3
* xyz 0 1
C 1.25677 -1.21182 -0.05199
S 1.75639 0.49367 0.21143
C 0.59547 1.35612 -1.03881
N -0.74794 1.00792 -0.84617
C -1.32330 0.51919 0.14045
C -1.90476 -0.09270 1.12433
F -2.58133 0.58306 2.05777
H 0.14347 -1.20057 -0.01258
H 1.56376 -1.90204 0.86779
H 1.81411 -1.64037 -0.93958
H 0.68193 2.38395 -0.83173
H 0.89504 0.86158 -2.06966
H -2.14962 -1.15799 1.38874
*
```



b.
This record from the OMol25 dataset describes C4H6FNS in the gas phase. The level of theory is ωB97M-V with the def2-TZVPD basis set.

SMILES string = C=C(CF)NC=S
HOMO = -8.62 eV
Orbital gap = 0.3229 Eh

The geometry in ORCA input format:
```
! RIJCOSX wB97M-V def2-TZVPD def2/J DEFGRID3
* xyz 0 1
C -0.31949 0.68437 -1.68426
C 0.03079 0.29301 -0.46781
C 1.31635 0.57133 0.19191
F 2.14756 1.40342 -0.61260
N -0.90060 -0.58209 0.26068
C -0.99033 -1.18323 1.40592
S -0.40051 -0.75923 2.91909
H -1.29058 0.57780 -2.20153
H 0.40623 1.30699 -2.24578
H 1.18912 1.08442 1.13456
H 1.89433 -0.32638 0.41113
H -1.56081 -0.93463 -0.41960
H -1.52205 -2.13577 1.30827
*
```



In eV, relative to the most stable structure: a 1.854; b 0.000.



a.
This record from the OMol25 dataset describes C11H22N2S in the gas phase. The level of theory is ωB97M-V with the def2-TZVPD basis set.

SMILES string = CCCC[C@@H]1CNC(=S)N1CCCC
HOMO = -7.89 eV
Orbital gap = 0.3156 Eh

The geometry in ORCA input format:
```
! RIJCOSX wB97M-V def2-TZVPD def2/J DEFGRID3
* xyz 0 1
C 1.47519 -2.23019 -1.99988
C 2.37279 -1.04376 -2.48409
C 1.89740 0.38550 -2.45776
C 1.45255 0.96356 -1.13665
C -0.02071 0.72261 -0.85926
C -0.88011 1.68330 -1.73803
N -1.80494 2.24750 -0.79507
C -1.38554 2.09215 0.50044
S -1.97351 2.90675 1.86134
N -0.33960 1.18105 0.50537
C 0.31046 0.76090 1.73468
C -0.22044 -0.55273 2.35604
C -1.73405 -0.59061 2.58513
C -2.26348 -1.90741 3.10405
H 1.92901 -3.19429 -2.35965
H 1.42424 -2.10897 -0.87814
H 0.42223 -2.39741 -2.33214
H 3.30018 -1.26747 -1.91738
H 2.51675 -1.24713 -3.64720
H 2.72140 1.02017 -2.72974
H 1.07253 0.50269 -3.24315
H 2.06928 0.54150 -0.31904
H 1.78356 2.01032 -1.12756
H -0.22098 -0.27354 -1.00691
H -0.29192 2.47598 -2.23804
H -1.35629 1.10054 -2.50520
H -2.53140 2.87257 -1.05715
H 1.43121 0.74262 1.73674
H 0.09391 1.53771 2.51347
H 0.19712 -0.55984 3.34507
H 0.17173 -1.37463 1.83800
H -2.02144 0.17944 3.35465
H -2.38417 -0.43617 1.64303
H -2.45334 -2.62311 2.35407
H -1.49061 -2.31626 3.73443
H -3.26904 -1.80334 3.66552
*
```



b.
This record from the OMol25 dataset describes C11H22N2S in the gas phase. The level of theory is ωB97M-V with the def2-TZVPD basis set.

SMILES string = CCCC[C@H]1CNC(=S)N1CCCC
HOMO = -7.94 eV
Orbital gap = 0.3186 Eh

The geometry in ORCA input format:
```
! RIJCOSX wB97M-V def2-TZVPD def2/J DEFGRID3
* xyz 0 1
C -2.76317 -2.85232 0.88089
C -2.00898 -3.12530 -0.41654
C -1.12854 -1.95935 -0.89601
C -0.00538 -1.71296 0.14643
C 1.05449 -0.64182 -0.24095
C 1.66660 -0.94507 -1.68055
N 1.02813 0.05688 -2.52627
C 0.38676 0.99173 -1.82210
S -0.43516 2.32046 -2.47869
N 0.41826 0.65353 -0.49751
C -0.44045 1.37601 0.47665
C 0.33603 1.80355 1.76261
C 1.64551 2.57009 1.53388
C 1.51439 3.88070 0.73130
H -1.98786 -2.62228 1.70307
H -3.36332 -1.95027 0.88321
H -3.41748 -3.68673 1.25910
H -1.36636 -4.01494 -0.32005
H -2.77485 -3.42843 -1.17077
H -0.71299 -2.18942 -1.87280
H -1.61459 -0.99930 -0.94900
H 0.47593 -2.71336 0.29979
H -0.39054 -1.37779 1.13333
H 1.83590 -0.63212 0.50945
H 1.42729 -1.92979 -1.97870
H 2.72057 -0.86809 -1.62574
H 1.04303 0.14883 -3.50590
H -0.76062 2.33353 0.02924
H -1.33053 0.83792 0.75113
H 0.48570 0.89976 2.36512
H -0.42301 2.45875 2.26069
H 2.43681 1.94624 1.11720
H 1.95929 2.83026 2.51492
H 1.37017 3.64794 -0.34020
H 0.65958 4.46747 1.11189
H 2.45938 4.42569 0.85188
*
```



In eV, relative to the most stable structure: a 0.992; b 0.000.



a.
This record from the OMol25 dataset describes 2 unconnected molecules or ions with the total composition C4H8N2. The level of theory is ωB97M-V with the def2-TZVPD basis set.

HOMO = -19.49 eV
Orbital gap = 0.4163 Eh

The geometry in ORCA input format:
```
! RIJCOSX wB97M-V def2-TZVPD def2/J DEFGRID3
* xyz 2 1
C -0.95037 -0.09580 0.52288
C -2.05817 0.17039 0.12836
C 2.03796 0.82936 -0.46286
C 3.35400 -0.88434 0.58613
N 2.61639 -0.12442 0.03146
N -3.35075 0.40790 -0.39660
H 2.20157 1.73395 0.15895
H 1.74423 0.60135 -1.57144
H 4.41733 -0.74791 0.41386
H 2.99831 -1.65749 1.24640
H -0.08328 -0.41114 0.95925
H -3.40578 -0.19332 -1.21506
H -3.37028 1.46134 -0.67993
H -4.07141 0.16886 0.38226
*
```



b.
This record from the OMol25 dataset describes a gas-phase ion, C4H8N2 (charge +2). The level of theory is ωB97M-V with the def2-TZVPD basis set.

HOMO (alpha / beta) = -20.49 / -20.62 eV
Orbital gap (alpha / beta) = 0.2998 / 0.2767 Eh

The geometry in ORCA input format:
```
! RIJCOSX wB97M-V def2-TZVPD def2/J DEFGRID3
* xyz 2 1
C 2.00310 -1.00352 -0.39597
C -0.21540 1.06305 -0.21825
C 2.10442 0.19229 0.15702
C -2.28892 -0.41114 0.09062
N 1.11219 1.16807 0.14758
N -1.19123 0.29885 -0.12364
H 1.07256 -1.29687 -0.87843
H -0.49031 2.02066 -0.80936
H 3.04826 0.66088 0.70860
H 2.66481 -1.87988 -0.21922
H -2.26098 -1.12548 0.85268
H -2.74879 -0.88580 -0.73236
H -3.16404 0.09479 0.53458
H 1.51830 2.17460 0.37344
*
```



In eV, relative to the most stable structure: a 0.000; b 2.147.



a.
This record from the OMol25 dataset describes 2 unconnected molecules or ions with the total composition C4H12. The level of theory is ωB97M-V with the def2-TZVPD basis set.

HOMO (alpha / beta) = 1.57 / -7.54 eV
Orbital gap (alpha / beta) = 0.1019 / 0.4394 Eh

The geometry in ORCA input format:
```
! RIJCOSX wB97M-V def2-TZVPD def2/J DEFGRID3
* xyz -1 2
C 0.59003 1.38938 0.67320
C 1.11712 1.57685 2.07218
H -0.17024 0.62195 0.69690
H 0.18171 2.29923 0.20903
H 1.31692 1.09995 -0.11808
H 2.02578 2.15454 2.11554
H 1.24268 0.61623 2.56856
H 0.29517 2.14368 2.60198
C -1.03238 -1.82810 -0.72706
C -0.66137 -1.12894 -2.02286
H -0.85357 -2.91580 -0.73857
H -0.47101 -1.50263 0.13239
H -2.10247 -1.73646 -0.54562
H -0.27704 -1.77657 -2.79582
H 0.14425 -0.39066 -1.78100
H -1.51503 -0.52444 -2.36838
*
```



b.
This record from the OMol25 dataset describes 2 unconnected molecules or ions with the total composition C4H12. The level of theory is ωB97M-V with the def2-TZVPD basis set.

HOMO (alpha / beta) = 1.48 / -7.25 eV
Orbital gap (alpha / beta) = 0.0986 / 0.4232 Eh

The geometry in ORCA input format:
```
! RIJCOSX wB97M-V def2-TZVPD def2/J DEFGRID3
* xyz -1 2
C -1.69003 -0.63088 0.79231
C -2.60275 -0.71326 1.97196
H -1.75099 0.38645 0.20007
H -0.62412 -0.82556 1.03917
H -1.81981 -1.52731 0.08134
H -2.01637 -1.23209 2.82845
H -3.52889 -1.29585 1.80814
H -3.00235 0.24272 2.34815
C 1.64791 1.13429 -0.94604
C 2.66893 0.25494 -1.79164
H 1.47426 1.03642 0.16021
H 1.84641 2.14485 -0.95109
H 0.63942 0.71597 -1.42913
H 3.20099 0.94699 -2.47938
H 2.11802 -0.50665 -2.52014
H 3.31908 -0.35645 -1.24539
*
```



c.
This record from the OMol25 dataset describes 2 unconnected molecules or ions with the total composition C4H12. The level of theory is ωB97M-V with the def2-TZVPD basis set.

HOMO (alpha / beta) = 1.50 / -7.62 eV
Orbital gap (alpha / beta) = 0.1047 / 0.4426 Eh

The geometry in ORCA input format:
```
! RIJCOSX wB97M-V def2-TZVPD def2/J DEFGRID3
* xyz -1 2
C -0.12327 1.28255 2.20458
C -1.57432 0.83712 2.22551
H 0.08414 2.01429 2.93587
H 0.64259 0.50020 2.32183
H 0.10260 1.82038 1.21061
H -1.86009 0.22349 1.36182
H -2.36226 1.63807 2.06336
H -1.86229 0.24577 3.16025
C 0.07617 -0.95293 -2.30380
C 1.60427 -1.04983 -2.15037
H -0.35657 -0.88504 -1.32431
H -0.26530 -0.29867 -3.04786
H -0.26029 -2.03135 -2.35930
H 2.04554 -1.78996 -1.42406
H 2.00337 -0.11216 -1.83374
H 2.10572 -1.44191 -3.04039
*
```



In eV, relative to the most stable structure: a 0.000; b 1.036; c 0.389.